1.
{
  "formula": "ClH3N2S2",
  "method": "ωB97M-V/def2-TZVPD",
  "orbital_gap_ev": 8.27,
  "smiles": "[H]/N=[N+](/[S-])S.Cl",
  "e_lumo_ha": -0.0308,
  "max_force_ev_per_a": 5.6,
  "species": ["N", "N", "S", "S", "Cl", "H", "H", "H"],
  "positions_angstrom": [[0.359, 0.718, 0.360], [1.316, 0.131, -0.134], [1.163, -1.796, 0.064], [2.627, 0.704, -0.676], [-3.593, 1.311, -0.537], [-0.494, 0.170, 0.737], [2.585, -1.843, -0.307], [-3.963, 0.607, 0.492]],
  "forces_ev_per_a": [[-2.71, 1.19, 0.88], [-3.41, -3.82, 2.28], [2.88, 1.05, -1.08], [3.48, 1.56, -1.72], [-0.13, -0.38, 0.53], [2.22, 0.34, -1.03], [-2.46, -0.31, 0.65], [0.13, 0.36, -0.51]]
}

=====

2.
{
  "formula": "C44H24Cl4N4SbSe4Ta",
  "method": "ωB97M-V/def2-TZVPD",
  "orbital_gap_ev": [2.85, 2.31],
  "e_lumo_ha": [-0.1198, -0.1297],
  "max_force_ev_per_a": 4.2,
  "species": ["Ta", "Cl", "C", "C", "C", "C", "C", "C", "C", "C", "C", "C", "C", "C", "C", "C", "C", "C", "Cl", "C", "C", "C", "N", "C", "C", "C", "C", "C", "C", "Cl", "C", "C", "C", "C", "C", "C", "N", "C", "C", "C", "C", "C", "N", "C", "C", "C", "C", "Cl", "C", "C", "C", "C", "N", "H", "H", "H", "H", "H", "H", "H", "H", "H", "H", "H", "H", "H", "H", "H", "H", "H", "H", "H", "H", "H", "H", "H", "H", "Se", "Sb", "Se", "Se", "Se"],
  "positions_angstrom": [[-0.419, -0.247, -0.294], [-7.555, -1.448, 5.320], [-6.139, -1.147, 4.430], [-5.908, 0.105, 3.888], [-4.676, 0.411, 3.309], [-3.628, -0.534, 3.230], [-3.944, -1.845, 3.633], [-5.188, -2.161, 4.221], [-2.416, -0.260, 2.444], [-2.085, 1.057, 2.013], [-2.249, 2.282, 2.733], [-1.666, 3.274, 1.967], [-1.157, 2.678, 0.764], [-0.668, 3.438, -0.341], [-0.871, 4.910, -0.409], [0.007, 5.799, -1.055], [-0.319, 7.131, -1.256], [-1.541, 7.623, -0.755], [-2.042, 9.202, -1.080], [-2.428, 6.756, -0.066], [-2.112, 5.414, 0.040], [-0.020, 2.736, -1.430], [0.446, 1.407, -1.343], [1.234, 1.177, -2.518], [2.068, 0.048, -2.749], [2.846, -0.082, -4.043], [2.596, -1.154, -4.884], [3.300, -1.309, -6.094], [4.356, -0.472, -6.412], [5.130, -0.469, -7.944], [4.672, 0.561, -5.496], [3.903, 0.801, -4.386], [2.123, -1.015, -1.846], [3.127, -2.051, -1.960], [3.046, -2.818, -0.806], [2.049, -2.282, 0.048], [1.434, -1.207, -0.646], [1.733, -2.829, 1.341], [0.634, -2.241, 2.053], [0.385, -2.360, 3.441], [-0.831, -1.767, 3.713], [-1.280, -1.188, 2.510], [-0.313, -1.411, 1.487], [2.593, -3.836, 2.037], [2.047, -4.867, 2.821], [2.902, -5.839, 3.371], [4.299, -5.768, 3.203], [5.185, -7.152, 3.630], [4.837, -4.706, 2.445], [3.988, -3.783, 1.869], [1.175, 2.303, -3.330], [0.351, 3.245, -2.672], [-1.309, 1.304, 0.825], [-6.658, 0.894, 3.927], [-4.475, 1.413, 2.973], [-3.201, -2.636, 3.490], [-5.310, -3.143, 4.653], [-2.625, 2.349, 3.747], [-1.601, 4.305, 2.194], [1.019, 5.477, -1.339], [0.361, 7.760, -1.794], [-3.273, 7.166, 0.390], [-2.807, 4.735, 0.526], [1.944, -1.971, -4.591], [2.976, -2.058, -6.809], [5.549, 1.206, -5.783], [4.114, 1.684, -3.814], [3.789, -2.195, -2.806], [3.677, -3.647, -0.588], [1.055, -2.873, 4.134], [-1.315, -1.749, 4.713], [0.976, -4.897, 3.039], [2.486, -6.670, 3.934], [5.877, -4.652, 2.278], [4.445, -3.028, 1.185], [1.533, 2.422, -4.327], [0.136, 4.275, -2.993], [-5.265, 0.226, -3.917], [-4.201, -1.884, -3.101], [-1.981, -1.311, -1.789], [-5.760, -3.258, -1.673], [-3.170, -3.359, -4.831]],
  "forces_ev_per_a": [[-1.07, -0.93, -1.73], [-0.49, -0.18, 0.17], [1.08, -0.62, -0.70], [0.60, 0.99, -0.29], [0.08, -0.45, 0.53], [-0.67, -0.20, -0.68], [-0.54, -0.34, 0.36], [1.17, 0.87, 0.28], [1.66, -0.02, 1.19], [0.83, -0.08, -1.40], [0.32, 0.11, -0.96], [-0.33, -1.69, 0.09], [0.30, 1.35, -0.25], [0.56, -1.70, -0.37], [-0.78, -0.23, -0.47], [0.54, -0.32, 0.48], [-1.06, -0.14, 0.61], [0.13, -2.01, 0.07], [-0.09, 0.98, -0.05], [2.21, 0.13, -0.99], [0.42, 0.15, 0.18], [-0.25, -0.54, 1.32], [0.47, -0.38, -0.51], [-0.07, -0.47, 1.15], [-1.15, 0.11, 0.01], [0.31, 0.39, 0.54], [0.65, -0.43, -0.38], [-0.09, -0.03, -0.16], [-0.84, 0.94, 1.27], [0.15, -0.34, -0.07], [1.24, 0.32, -1.49], [-0.63, -0.56, 0.01], [1.23, -0.98, 0.17], [-0.73, -0.59, 1.33], [0.41, 1.06, -1.68], [-0.49, -0.59, 0.07], [0.07, 0.04, 0.54], [-0.89, 2.03, -0.37], [1.41, -0.18, -0.35], [-0.29, -0.54, 0.29], [0.18, -0.81, 0.79], [-0.38, 0.70, -1.24], [-1.47, 0.79, 1.05], [-0.04, 0.16, -0.58], [0.72, -0.02, 0.33], [0.07, 0.59, 0.02], [-1.73, 0.84, -1.29], [0.78, -0.27, 0.43], [-1.14, -0.91, 0.77], [0.25, 0.55, -0.59], [-2.08, 1.86, 0.62], [1.42, 0.45, -1.32], [-0.90, -0.25, 1.65], [0.10, -0.34, 0.14], [-0.37, 0.11, -0.27], [-0.50, 0.22, 0.05], [-0.30, -0.10, -0.19], [-0.11, 0.06, -0.29], [0.21, 0.63, 0.33], [-0.63, 0.00, 0.04], [0.13, 0.36, -0.08], [-1.37, 0.42, 0.35], [-0.02, 0.24, -0.34], [-0.41, 0.43, -0.11], [0.13, -0.08, 0.20], [-1.16, -0.54, 0.56], [0.06, 0.13, 0.48], [-0.09, 0.08, 0.29], [0.07, -0.42, 0.06], [-0.40, 0.31, -0.25], [0.31, 0.22, -1.09], [0.39, -0.19, -0.36], [0.06, 0.16, -0.13], [1.03, 0.03, -0.16], [-0.51, -0.54, 1.04], [0.44, -0.10, -0.30], [0.03, -0.92, -0.02], [1.00, -0.92, 0.69], [-3.48, -1.20, -2.06], [3.11, 1.47, 2.44], [1.26, 0.95, -0.38], [-0.05, 0.93, 1.03]]
}

=====

3.
{
  "formula": "C4H9NO",
  "method": "ωB97M-V/def2-TZVPD",
  "orbital_gap_ev": 9.87,
  "smiles": "CN(C)CC=O",
  "e_lumo_ha": 0.0357,
  "max_force_ev_per_a": 0.5,
  "species": ["C", "N", "C", "C", "C", "O", "H", "H", "H", "H", "H", "H", "H", "H", "H"],
  "positions_angstrom": [[-1.465, -0.747, 0.180], [-0.291, 0.099, 0.259], [-0.543, 1.429, -0.262], [0.911, -0.494, -0.306], [2.040, -0.429, 0.705], [3.177, -0.115, 0.450], [-1.796, -0.936, -0.859], [-2.294, -0.276, 0.719], [-1.265, -1.711, 0.660], [-1.341, 1.908, 0.314], [0.356, 2.046, -0.172], [-0.844, 1.417, -1.327], [1.243, -0.012, -1.237], [0.741, -1.555, -0.538], [1.724, -0.701, 1.735]],
  "forces_ev_per_a": [[-0.14, -0.11, 0.03], [0.00, -0.01, -0.04], [-0.02, 0.19, -0.01], [0.08, -0.04, -0.08], [0.34, 0.03, -0.11], [-0.49, -0.12, 0.10], [0.05, 0.03, 0.10], [0.13, -0.05, -0.09], [-0.03, 0.14, -0.09], [0.11, -0.07, -0.09], [-0.12, -0.09, 0.01], [0.04, -0.01, 0.14], [-0.09, -0.06, 0.10], [0.04, 0.11, 0.07], [0.08, 0.08, -0.05]]
}

=====

4.
{
  "formula": "C15H23BrN6O4",
  "method": "ωB97M-V/def2-TZVPD",
  "orbital_gap_ev": 7.49,
  "smiles": "[H]/N=C(\\N)NCCCC[C@@H](CC(=O)Br)OC(=O)c1ccncc1.NC(N)=O",
  "e_lumo_ha": -0.0494,
  "max_force_ev_per_a": 8.8,
  "species": ["N", "C", "N", "N", "C", "C", "C", "C", "C", "C", "C", "O", "Br", "O", "C", "O", "C", "C", "C", "N", "C", "C", "H", "H", "H", "H", "H", "H", "H", "H", "H", "H", "H", "H", "H", "H", "H", "H", "H", "H", "H", "C", "O", "N", "N", "H", "H", "H", "H"],
  "positions_angstrom": [[-3.914, 0.017, 1.388], [-4.086, 0.788, 0.236], [-4.294, 0.047, -1.068], [-3.996, 2.287, 0.417], [-2.877, 2.892, -0.439], [-1.498, 3.205, 0.391], [-0.913, 1.883, 1.230], [0.720, 1.895, 1.391], [1.499, 0.678, 0.612], [1.770, -0.507, 1.759], [2.858, -1.558, 1.080], [2.372, -2.707, 0.582], [4.778, -0.994, 1.061], [0.746, 0.069, -0.497], [1.000, 0.739, -1.782], [0.970, 2.101, -1.811], [1.268, 0.005, -3.228], [0.969, -1.578, -3.578], [1.273, -2.065, -5.113], [1.787, -1.241, -6.260], [2.087, 0.189, -5.911], [1.882, 0.942, -4.470], [-3.971, -1.002, 1.140], [-3.322, -0.202, -1.393], [-4.629, 0.760, -1.757], [-3.766, 2.569, 1.395], [-2.704, 2.283, -1.442], [-3.298, 3.951, -0.791], [-0.680, 3.704, -0.295], [-1.775, 4.032, 1.206], [-1.365, 2.005, 2.328], [-1.356, 0.863, 0.827], [1.094, 2.948, 1.037], [0.962, 1.768, 2.550], [2.538, 1.074, 0.193], [0.726, -1.041, 1.911], [2.189, -0.038, 2.761], [0.547, -2.297, -2.725], [1.020, -3.208, -5.353], [2.510, 0.871, -6.796], [2.142, 2.086, -4.297], [0.797, -3.128, 4.043], [0.100, -2.187, 3.698], [1.787, -3.618, 3.276], [0.637, -3.758, 5.220], [2.372, -4.392, 3.543], [1.941, -3.172, 2.381], [-0.098, -3.420, 5.828], [1.201, -4.535, 5.522]],
  "forces_ev_per_a": [[-0.60, 2.69, -4.95], [1.28, -2.78, 5.08], [1.33, 3.10, 0.78], [1.49, -2.23, -1.71], [0.00, 1.72, -0.98], [-0.23, -0.08, 0.58], [-0.68, 0.47, 0.78], [-0.50, 0.06, 0.33], [1.28, 0.99, 1.58], [0.18, 0.20, -1.54], [-4.73, -4.82, -1.60], [4.04, 7.31, 2.79], [-1.72, -0.64, -0.12], [1.64, 1.26, -3.09], [-0.49, 6.34, 0.13], [0.45, -8.51, 0.26], [0.60, -1.72, -3.11], [1.48, 3.21, -2.25], [0.05, 2.35, 1.11], [-0.85, 2.27, 6.06], [-0.97, -0.63, 2.48], [-1.19, -4.24, -0.17], [-0.31, 1.26, -0.01], [-1.32, 0.19, 0.43], [0.28, -0.85, 0.56], [-0.59, -1.15, -0.88], [-0.25, 1.05, 2.32], [1.02, -2.20, 0.61], [-1.69, -1.26, 1.16], [0.57, -1.73, -1.73], [0.98, -0.50, -2.40], [1.12, 2.19, 0.69], [-0.51, -2.16, 0.61], [-0.41, 0.39, -2.59], [-2.24, -0.82, 0.88], [2.48, 0.79, -0.06], [-0.80, -1.02, -2.30], [1.08, 1.70, -2.24], [0.72, 2.91, 0.43], [-1.07, -1.87, 2.13], [-0.67, -2.84, -0.41], [-0.09, 0.16, -0.22], [-0.25, 0.20, 0.04], [0.78, -0.07, -0.75], [-0.60, -0.32, 1.42], [-0.14, 0.14, -0.02], [-0.14, -0.51, 0.21], [0.29, -0.17, -0.22], [-0.11, 0.17, -0.09]]
}

=====

5.
{
  "formula": "C22H20ClF4NO2",
  "method": "ωB97M-V/def2-TZVPD",
  "orbital_gap_ev": 8.59,
  "smiles": "CCc1cc([C@](C#CC2CC2)(OCc2c(F)cccc2Cl)C(F)(F)F)c(=O)[nH]c1C",
  "e_lumo_ha": 0.0189,
  "max_force_ev_per_a": 2.5,
  "species": ["O", "F", "F", "F", "F", "Cl", "C", "C", "O", "C", "C", "C", "C", "C", "C", "C", "C", "C", "C", "C", "N", "C", "C", "C", "C", "C", "C", "C", "C", "C", "H", "H", "H", "H", "H", "H", "H", "H", "H", "H", "H", "H", "H", "H", "H", "H", "H", "H", "H", "H"],
  "positions_angstrom": [[1.898, -1.830, -2.193], [-2.560, -0.783, 3.947], [1.416, -3.184, 0.664], [1.279, -1.684, 2.253], [-0.344, -3.025, 1.966], [-3.191, 2.293, -0.230], [-1.205, -2.847, -1.674], [-0.736, -2.046, -0.920], [-0.909, -0.253, 0.807], [1.930, -0.764, -1.583], [1.470, 0.705, 0.238], [3.325, 1.261, -1.280], [2.549, 1.601, -0.170], [1.085, -0.440, -0.426], [-3.906, 2.618, 3.739], [-3.429, 1.383, 4.257], [-3.776, 2.851, 2.351], [-2.925, 0.400, 3.393], [-3.283, 1.843, 1.493], [-2.819, 0.623, 1.996], [2.929, 0.127, -1.977], [4.469, 2.030, -1.850], [-2.286, -0.488, 1.096], [2.015, 3.956, 0.029], [2.738, 2.817, 0.698], [-0.968, -5.131, -2.750], [-0.901, -4.086, -3.871], [-1.727, -3.823, -2.598], [0.581, -2.290, 1.235], [-0.056, -1.274, 0.168], [0.927, 1.064, 1.106], [-4.302, 3.367, 4.399], [-3.582, 1.199, 5.301], [-4.026, 3.858, 1.972], [3.505, -0.186, -2.768], [5.307, 1.311, -2.047], [4.131, 2.474, -2.782], [4.760, 2.820, -1.170], [-2.384, -1.484, 1.519], [-2.856, -0.516, 0.161], [0.946, 3.796, 0.031], [2.225, 4.873, 0.567], [2.388, 4.061, -1.004], [3.794, 3.090, 0.771], [2.377, 2.658, 1.718], [-0.037, -5.333, -2.185], [-1.585, -6.033, -2.932], [-0.012, -3.450, -3.991], [-1.427, -4.236, -4.817], [-2.815, -3.895, -2.660]],
  "forces_ev_per_a": [[-0.39, 0.16, -0.05], [-0.05, 0.61, -0.66], [-0.73, 0.95, 0.07], [-0.35, 0.22, -1.52], [0.30, 0.76, -1.52], [0.08, -0.64, 0.99], [-0.46, -0.31, -0.28], [0.43, 0.43, 1.61], [1.24, -0.77, -0.13], [-0.02, -2.01, -0.32], [0.37, 0.39, -0.98], [-2.01, -0.23, 1.23], [0.45, -1.74, -0.25], [1.46, 1.96, 0.62], [1.35, -1.64, -1.38], [-0.76, 0.57, -1.11], [-0.11, 0.13, 0.56], [-0.39, 1.18, 0.10], [0.02, 1.15, 0.55], [0.19, -1.07, 0.11], [0.40, 1.14, 0.68], [0.12, -0.96, 0.02], [-0.11, -0.56, -0.50], [0.33, 0.67, -0.09], [0.54, -0.14, -0.66], [0.41, -0.19, -0.77], [-0.26, 0.06, 0.46], [0.43, -0.21, -0.34], [-0.28, -0.78, 1.97], [-0.48, 0.35, -0.61], [-0.06, -0.38, 0.00], [-0.07, 0.15, 0.08], [0.25, -0.35, 0.37], [0.03, -0.86, -0.03], [-0.60, -0.02, 0.61], [-0.51, 0.86, 0.12], [0.22, 0.11, -0.25], [0.28, 0.04, 0.02], [-0.21, 0.09, 0.50], [0.04, 0.22, 0.00], [-0.33, -0.05, -0.21], [-0.10, 0.42, 0.01], [-0.34, 0.06, 0.33], [0.03, -0.16, 0.11], [0.01, -0.15, -0.16], [-0.84, 0.42, -0.25], [0.44, 0.73, 0.09], [-0.32, -0.55, 0.37], [-0.02, -0.16, 0.49], [0.34, 0.09, -0.02]]
}

=====

6.
{
  "formula": "C5H12NO2",
  "method": "ωB97M-V/def2-TZVPD",
  "orbital_gap_ev": 6.87,
  "total_charge": -1,
  "e_lumo_ha": 0.1304,
  "max_force_ev_per_a": 5.8,
  "species": ["C", "O", "C", "C", "C", "C", "N", "H", "H", "H", "H", "H", "H", "H", "H", "H", "H", "H", "H", "O"],
  "positions_angstrom": [[1.147, -1.895, 0.599], [2.047, -2.527, 1.267], [0.983, -0.333, 1.002], [-0.244, 0.392, 0.411], [-0.741, 1.554, 1.160], [-1.582, 2.333, -0.999], [-1.489, 2.532, 0.324], [1.427, -1.851, -0.721], [0.121, -2.397, 0.624], [1.945, 0.224, 0.813], [0.816, -0.472, 2.128], [-1.024, -0.385, 0.211], [-0.006, 0.676, -0.665], [0.191, 2.196, 1.595], [-1.369, 1.264, 2.120], [-1.995, 3.033, -1.632], [-1.145, 1.385, -1.556], [0.990, -2.027, -1.649], [-0.482, -1.886, -2.402], [0.409, -1.818, -2.628]],
  "forces_ev_per_a": [[0.53, 0.40, -0.23], [-0.13, 0.26, -0.29], [-0.25, -1.00, 0.96], [1.13, -2.19, -2.14], [0.43, 1.92, 1.80], [2.26, -3.03, 4.38], [-0.42, -0.44, -3.87], [0.15, 0.07, 2.44], [0.31, 0.61, -0.42], [-0.95, -0.61, 0.29], [0.46, 0.52, -1.29], [0.17, 0.53, 0.54], [0.32, -0.26, 1.62], [-2.09, -1.41, -0.90], [1.07, 0.68, -2.00], [-1.17, 1.77, -0.87], [-1.07, 2.04, 1.16], [-1.91, 0.74, -2.69], [-2.24, -0.25, 0.76], [3.39, -0.34, 0.75]]
}

=====

| no. | electronic energy (hartree) |
| --- | --- |
| 1 | -1367.746903 |
| 2 | -13653.882068 |
| 3 | -287.767589 |
| 4 | -3788.451213 |
| 5 | -1915.127006 |
| 6 | -402.828504 |